Run i
Molecular formula: C4H12N2S
Method: DFT, ωB97M-V with the def2-TZVPD basis set

Results
LUMO (eV): 0.23
Gap between HOMO and LUMO (eV): 7.21
HOMO (eV): -6.9731

```
! wB97M-V def2-TZVPD RIJCOSX def2/J DEFGRID3
* xyz 0 1
S -0.78020 1.45582 0.94202
N 3.25270 -0.86622 -0.52889
N 1.45719 -0.46214 0.94700
C -1.73606 -0.87926 -0.55089
C -1.46337 -0.31937 -1.92542
C 2.07862 -0.28227 -0.16235
C -2.06844 0.13626 0.56292
H -0.42116 0.01725 -2.02284
H -2.51801 -1.59239 -0.58849
H -2.25556 -0.42561 1.47437
H -0.90696 -1.53423 -0.22214
H -2.06409 0.56919 -2.20912
H 3.73913 -1.47861 0.11306
H 3.75767 -0.53228 -1.36587
H -3.01155 0.67411 0.27246
H 1.61753 0.36686 -0.90142
H -1.66878 -1.06695 -2.80710
H 0.47962 0.25827 1.17580
H 1.90162 -1.18233 1.53671
*
```

These are the Löwdin partial charges, in e, on atoms 1 to 5: S 0.374; N 0.110; N 0.059; C -0.369; C -0.149

Run ii
Molecular formula: C4H12N2S
Method: DFT, ωB97M-V with the def2-TZVPD basis set

Results
LUMO (eV): 0.88
SMILES: NC[C@H](N)CCS
Gap between HOMO and LUMO (eV): 10.12
HOMO (eV): -9.2422

```
! wB97M-V def2-TZVPD RIJCOSX def2/J DEFGRID3
* xyz 0 1
S 2.71154 0.69476 2.55459
N -1.55963 0.57038 -2.34783
N -0.96063 -1.66496 -0.30823
C -1.54495 0.49204 -0.92699
C -0.42224 -0.26074 -0.22196
C 0.14715 0.12314 1.12417
C 1.55854 0.61153 0.91826
H 0.10411 -0.86076 1.82335
H -0.31170 -2.40915 -0.25325
H -2.37447 0.01645 -0.46339
H 1.71669 1.50636 0.38929
H -0.89072 1.14040 -2.78223
H -1.22239 -0.34001 -2.61963
H -0.34713 0.92264 1.70008
H -1.50551 1.53139 -0.48221
H 0.51769 -0.35890 -0.97936
H 3.70297 0.35745 1.82093
H -1.34536 -1.81176 0.58721
H 2.02602 -0.26025 0.46718
*
```

These are the Löwdin partial charges, in e, on atoms 1 to 5: S 0.623; N 0.022; N 0.024; C -0.298; C -0.398

Quick one: least stable of them? run ii

Run i
Molecular formula: C21H33N3O3
Method: DFT, ωB97M-V with the def2-TZVPD basis set

Results
LUMO (eV): 0.44
SMILES: CCOc1ccc(NC(=O)N(CCC(C)C)C2CCN(C(C)=O)CC2)cc1
Gap between HOMO and LUMO (eV): 8.21
HOMO (eV): -7.7693

```
! wB97M-V def2-TZVPD RIJCOSX def2/J DEFGRID3
* xyz 0 1
O -3.98053 3.03802 3.74670
O 6.19352 -1.04480 -2.44873
O 0.20109 -2.46058 -0.50693
N -2.06499 2.47950 2.71785
N 1.01253 -0.33547 -0.55086
N -1.18469 -0.78741 0.12089
C -2.15053 -1.84291 0.41851
C 7.69853 0.49326 -1.28423
C -2.80576 2.73746 3.82687
C -3.53785 -1.48538 -1.72337
C -3.65719 -2.03093 -3.14518
C -0.65809 0.57425 2.12198
C 7.10921 0.01687 -2.60956
C -2.09252 2.66118 5.16038
C 2.85603 -1.80469 -1.27309
C -2.73686 -2.46000 -0.85519
C 4.39395 0.46264 -1.73646
C -1.31849 0.52682 0.73324
C -4.93128 -1.23921 -1.14821
C 2.30856 -0.54563 -1.03659
C 0.03256 -1.27182 -0.32143
C -0.70503 2.00113 2.67768
C -2.75328 1.04564 0.86214
C 3.09457 0.57672 -1.27487
C 4.14881 -1.91897 -1.73437
C 4.93897 -0.79363 -1.97312
C -2.71136 2.46942 1.42175
H 4.95896 1.36518 -1.90935
H -1.90599 -2.86139 -1.43481
H -2.67343 -2.15798 -3.59068
H -0.81331 1.25293 0.08045
H -3.72272 2.85554 1.55792
H -0.12555 2.66370 2.02028
H 4.57695 -2.89036 -1.92369
H 2.26004 -2.68330 -1.09680
H -1.73413 1.65241 5.35272
H -4.15750 -2.99690 -3.13795
H 6.92121 0.88515 -0.63274
H -5.46301 -0.49584 -1.73859
H -2.16204 3.13255 0.74325
H -3.24949 1.04367 -0.10714
H 0.37789 0.23679 2.05906
H -4.23307 -1.35126 -3.76984
H 8.18201 -0.33836 -0.77794
H 0.77708 0.64016 -0.46753
H -2.80626 2.93296 5.93324
H -1.63914 -2.63903 0.97165
H 8.43374 1.27219 -1.46742
H -1.19437 -0.09965 2.79290
H 7.90164 -0.40206 -3.23647
H -2.99163 -0.53666 -1.76759
H -2.94139 -1.44008 1.04402
H -0.25558 2.03228 3.66760
H -3.37471 -3.29646 -0.56364
H -1.25574 3.35501 5.19352
H -3.33422 0.43933 1.55660
H 2.68849 1.56440 -1.09789
H 6.64767 0.85102 -3.15336
H -4.88375 -0.88603 -0.12172
H -5.50854 -2.16142 -1.16385
*
```

These are the Löwdin partial charges, in e, on atoms 1 to 5: O 0.049; O -0.057; O 0.063; N -0.068; N 0.141

Run ii
Molecular formula: C21H33N3O3
Method: DFT, ωB97M-V with the def2-TZVPD basis set

Results
LUMO (eV): 0.57
SMILES: Cc1ccc2c(c1)NC(=O)[C@@H](CC(=O)NCCN(CC(C)C)CC(C)C)O2
Gap between HOMO and LUMO (eV): 8.80
HOMO (eV): -8.2216

```
! wB97M-V def2-TZVPD RIJCOSX def2/J DEFGRID3
* xyz 0 1
O 0.70011 -2.19198 -0.72732
O -1.90902 1.16034 0.96841
O -2.28255 -1.44620 -2.48673
N -0.55614 -3.53087 -2.01886
N 1.66615 1.69214 2.40864
N -0.23507 -0.34010 1.21077
C 2.78495 1.47623 0.21207
C -3.37868 -6.49965 -4.78534
C -1.13826 0.34846 0.49768
C -0.58811 3.85215 2.56830
C -1.54310 -1.44891 -1.27337
C 2.90983 1.88654 1.68542
C -1.96676 -4.98868 -3.36157
C 0.01277 -0.12173 2.61409
C -3.07306 -5.16332 -4.18101
C -1.70043 -3.75370 -2.79255
C -1.13130 -0.00004 -0.99238
C 4.14789 1.55111 -0.47157
C 1.44853 2.67343 3.45863
C 0.89015 3.99577 2.91434
C -3.64711 -2.83758 -3.85605
C -3.89941 -4.07171 -4.42582
C 1.09103 5.11258 3.93681
C -2.54956 -2.67049 -3.02473
C 1.46040 0.32679 2.85150
C -0.34461 -2.40186 -1.31609
C 1.77422 2.37338 -0.49471
H 0.67927 6.04686 3.56229
H -2.51680 -7.15942 -4.73137
H 2.38380 2.86694 4.01402
H 2.14811 5.26405 4.14781
H 4.86244 0.88983 0.01447
H 0.38989 -0.96707 0.71559
H -1.85054 0.64891 -1.49275
H 0.82586 2.35090 0.03404
H 3.73998 1.32903 2.15478
H 1.43588 4.25465 2.00257
H -0.17780 -1.04923 3.16726
H -1.29527 -5.81310 -3.16884
H -4.20400 -6.97098 -4.25168
H 0.17677 -4.22922 -2.02688
H -3.67475 -6.39097 -5.82634
H -0.75347 3.00530 1.90941
H -1.17463 3.69979 3.47240
H -4.28488 -1.99026 -4.04794
H 0.72447 2.26557 4.16725
H 1.61816 2.04464 -1.52007
H 2.42720 0.44284 0.16237
H 3.16908 2.94634 1.72269
H -0.68533 0.64809 2.94756
H -0.13784 0.18715 -1.40201
H 1.70126 0.20251 3.91962
H 4.53799 2.56636 -0.43099
H -4.75708 -4.19112 -5.07018
H -0.95323 4.74936 2.07367
H 2.13254 3.40061 -0.51890
H -2.20000 -1.81404 -0.46040
H 2.11750 -0.34046 2.28773
H 4.06540 1.25732 -1.51542
H 0.58715 4.86670 4.86964
*
```

These are the Löwdin partial charges, in e, on atoms 1 to 5: O 0.068; O 0.053; O 0.023; N 0.171; N -0.166

Quick one: least stable of them? run i

Run i
Molecular formula: C3H12N2O
Method: DFT, ωB97M-V with the def2-TZVPD basis set

Results
LUMO (eV): 0.59
SMILES: NCCCN.O
Gap between HOMO and LUMO (eV): 9.70
HOMO (eV): -9.1142

```
! wB97M-V def2-TZVPD RIJCOSX def2/J DEFGRID3
* xyz 0 1
O -1.01976 -2.27436 0.53267
N 1.98556 -0.83114 -0.51502
N -1.38354 1.54009 1.26733
C -0.76285 0.40916 0.38402
C 0.02358 1.01980 -0.75176
C 1.45808 0.49034 -0.88829
H -2.37970 1.66774 0.84785
H -1.12704 -2.85448 1.26518
H -0.32735 -2.60338 -0.01826
H 1.88891 -1.38268 -1.35460
H -0.55213 1.05362 -1.68659
H 0.09642 2.06501 -0.55424
H -0.18304 -0.13769 1.17320
H -1.42622 -0.24148 -0.01471
H 1.98772 1.30942 -0.34896
H -1.47417 1.15571 2.24284
H 1.51388 -1.24033 0.29056
H 1.68166 0.85467 -1.87122
*
```

These are the Löwdin partial charges, in e, on atoms 1 to 5: O -0.032; N 0.013; N -0.037; C -0.279; C -0.218

Run ii
Molecular formula: C3H12N2O
Method: DFT, ωB97M-V with the def2-TZVPD basis set

Results
LUMO (eV): 0.87
SMILES: CCO.NCN
Gap between HOMO and LUMO (eV): 10.26
HOMO (eV): -9.3976

```
! wB97M-V def2-TZVPD RIJCOSX def2/J DEFGRID3
* xyz 0 1
O 2.72400 0.59174 -0.79006
N -1.74157 0.22911 -0.76851
N -3.14742 1.06500 1.03125
C 2.23989 -0.34013 0.19314
C 1.72926 -1.55423 -0.54140
C -1.82657 1.00737 0.48166
H -3.73710 1.67820 0.48638
H 2.55469 -2.07605 -1.01318
H 3.50923 1.03699 -0.44632
H -2.01133 -0.73138 -0.57245
H 1.01431 -1.23740 -1.30694
H -3.58201 0.15157 1.04846
H 1.16188 -2.19931 0.12156
H -0.76227 0.18967 -1.04645
H -1.49548 2.01325 0.24818
H 3.04983 -0.63976 0.86538
H -1.14534 0.63233 1.24722
H 1.46601 0.18301 0.76207
*
```

These are the Löwdin partial charges, in e, on atoms 1 to 5: O -0.092; N -0.006; N -0.007; C -0.317; C -0.094

Run iii
Molecular formula: C3H12N2O
Method: DFT, ωB97M-V with the def2-TZVPD basis set

Results
LUMO (eV): 0.75
SMILES: C[C@H](N)CN.O
Gap between HOMO and LUMO (eV): 9.81
HOMO (eV): -9.0590

```
! wB97M-V def2-TZVPD RIJCOSX def2/J DEFGRID3
* xyz 0 1
O 1.18597 -1.21846 3.40550
N -0.26113 -0.98584 -0.08226
N -1.47574 1.68582 0.27591
C 0.20065 0.12509 -0.88112
C 0.91989 -0.37231 -2.12922
C -0.80737 1.19520 -1.05402
H 1.51106 -1.99923 3.03725
H -1.59846 0.77380 -1.67955
H 0.50802 -1.58999 0.14803
H -1.06633 -1.41353 -0.50394
H 0.76346 -0.74886 2.71816
H -0.80711 1.61314 1.00978
H 1.93844 -0.70789 -2.02230
H 0.97748 0.33840 -3.05944
H -0.47344 2.19091 -1.43984
H 0.33723 -1.24118 -2.70592
H 1.05156 0.62007 -0.29537
H -2.35057 1.32426 0.57974
*
```

These are the Löwdin partial charges, in e, on atoms 1 to 5: O -0.012; N 0.032; N -0.002; C -0.534; C -0.101

Run iv
Molecular formula: C3H12N2O
Method: DFT, ωB97M-V with the def2-TZVPD basis set

Results
LUMO (eV): 0.89
SMILES: CNCCN.O
Gap between HOMO and LUMO (eV): 9.69
HOMO (eV): -8.7959

```
! wB97M-V def2-TZVPD RIJCOSX def2/J DEFGRID3
* xyz 0 1
O -2.83075 -1.37093 -2.09878
N -0.41778 1.39775 2.23614
N 0.23565 -0.08501 -0.57607
C 1.09190 0.56021 0.39265
C 0.35846 1.75544 1.04226
C 0.60564 -1.48278 -0.87913
H 1.20523 -0.13246 1.22771
H 1.65233 -1.63279 -0.62979
H -1.98649 -1.02346 -1.76029
H -2.61821 -2.25879 -2.40321
H -0.39465 2.10503 0.33843
H 2.09560 0.84788 0.05717
H -0.04278 1.74511 3.10431
H -0.54662 0.40539 2.36719
H -0.03236 -2.15672 -0.29573
H 0.46318 -1.74520 -1.92215
H 0.17627 0.44858 -1.42939
H 0.98538 2.62276 1.22869
*
```

These are the Löwdin partial charges, in e, on atoms 1 to 5: O -0.064; N -0.018; N -0.136; C -0.258; C -0.266

Quick one: least stable of them? run i